Formula: C44H46ClN2O4Tl
Source: the OMol25 dataset
Level of theory: ωB97M-V/def2-TZVPD

Values from the calculation:
ΔE to the lowest compared entry with this formula, charge and spin, kcal per mole: 25.6
HOMO-LUMO gap, eV: 6.7

Cartesian coordinates (Å):
Tl (0.64631, -0.23298, -1.07000)
C (3.04502, 0.15345, 3.61704)
C (1.56746, -0.15813, 3.89056)
C (1.31677, -0.34347, 5.38884)
O (1.14642, -1.33746, 3.22386)
C (0.48497, -0.92107, 2.04735)
C (-0.19769, 0.37468, 2.51044)
O (0.79031, 0.91401, 3.37185)
C (-0.64120, 1.36048, 1.38525)
O (0.25341, 1.42486, 0.34056)
C (-2.06389, 1.00195, 0.93885)
C (-2.40602, 1.22867, -0.38741)
C (-3.68581, 0.99543, -0.85623)
C (-4.65468, 0.50978, -0.00040)
C (-4.33791, 0.29348, 1.32852)
C (-3.06433, 0.55443, 1.80040)
C (-0.63580, 2.80388, 1.92166)
C (-1.78966, 3.55630, 2.08523)
C (-1.71400, 4.87615, 2.50291)
C (-0.48635, 5.46388, 2.74961)
C (0.67123, 4.72898, 2.55305)
C (0.59596, 3.41372, 2.13407)
C (-0.34128, -2.04196, 1.33937)
O (-0.69079, -1.63825, 0.07137)
C (-1.64789, -2.42637, 2.02813)
C (-1.85487, -2.33772, 3.39606)
C (-3.06755, -2.72714, 3.94135)
C (-4.07552, -3.22097, 3.13105)
C (-3.86818, -3.32406, 1.76741)
C (-2.66619, -2.92208, 1.22060)
C (0.59774, -3.25914, 1.33062)
C (1.34346, -3.53910, 0.19585)
C (2.26075, -4.57418, 0.18244)
C (2.44234, -5.34970, 1.31252)
C (1.68482, -5.09303, 2.44272)
C (0.76670, -4.05874, 2.45404)
H (3.67573, -0.64446, 3.99916)
H (3.30354, 1.09165, 4.10009)
H (3.20240, 0.25779, 2.54678)
H (1.86628, -1.21291, 5.73945)
H (0.25570, -0.50066, 5.55949)
H (1.63637, 0.54183, 5.92884)
H (1.26896, -0.64374, 1.30804)
H (-1.06875, 0.12041, 3.12100)
H (-1.65529, 1.64989, -1.04177)
H (-3.94062, 1.20888, -1.88308)
H (-5.65795, 0.32610, -0.35634)
H (-5.09375, -0.06547, 2.01126)
H (-2.89124, 0.42296, 2.85730)
H (-2.75958, 3.12741, 1.88593)
H (-2.62306, 5.45040, 2.62600)
H (-0.43007, 6.48999, 3.08653)
H (1.63821, 5.18582, 2.71604)
H (1.49459, 2.84572, 1.96496)
H (-1.07061, -1.96377, 4.03649)
H (-3.22419, -2.63875, 5.00798)
H (-5.01989, -3.51815, 3.56322)
H (-4.64677, -3.71635, 1.12781)
H (-2.49991, -2.96636, 0.15669)
H (1.19054, -2.94689, -0.69866)
H (2.83513, -4.77217, -0.71130)
H (3.16874, -6.14928, 1.31380)
H (1.81138, -5.70293, 3.32630)
H (0.18549, -3.87064, 3.34178)
C (0.15711, -1.09184, -4.29996)
C (-0.22847, -0.95803, -5.79256)
N (-0.95545, 0.28283, -6.00655)
C (-2.13447, 0.30026, -5.15531)
C (-1.71534, 0.25168, -3.66799)
N (-0.25880, 0.11502, -3.57647)
C (0.37056, 1.28966, -4.19404)
C (-0.09888, 1.40829, -5.66364)
H (1.23497, -1.21144, -4.17623)
H (-0.33984, -1.94412, -3.83477)
H (-0.86461, -1.78704, -6.11024)
H (0.65654, -0.94763, -6.43123)
H (-2.75367, -0.55783, -5.41736)
H (-2.69621, 1.20666, -5.38618)
H (-2.17244, -0.58607, -3.13789)
H (-1.98732, 1.17432, -3.15928)
H (1.45259, 1.17093, -4.13209)
H (0.09585, 2.17280, -3.61816)
H (0.75188, 1.41368, -6.34802)
H (-0.66882, 2.32474, -5.82616)
Cl (4.37547, 4.72088, -4.47090)
C (4.02545, 3.27963, -3.58402)
C (3.58975, 3.37122, -2.26826)
C (3.30713, 2.21962, -1.56920)
C (3.45163, 0.95692, -2.16006)
C (3.11677, -0.23832, -1.41459)
C (3.87504, 0.89506, -3.49276)
C (4.16030, 2.04380, -4.20246)
H (3.46515, 4.33704, -1.80386)
H (2.91701, 2.28238, -0.56443)
H (3.36662, -0.20566, -0.36208)
H (3.39862, -1.17238, -1.88000)
H (3.96240, -0.06548, -3.98124)
H (4.46804, 1.99350, -5.23535)

Formula: C44H46N16S3V
Source: the OMol25 dataset
Level of theory: ωB97M-V/def2-TZVPD

Values from the calculation:
2S+1: 4
HOMO-LUMO gap (spin up / spin down), eV: 3.8 / 6.3

Cartesian coordinates (Å):
V (-2.44969, -0.14461, 0.11041)
C (-4.40699, 1.28289, -2.31569)
C (-5.24149, 0.14669, -1.67549)
N (-4.99189, 0.12089, -0.24719)
C (-5.49869, 1.25769, 0.50621)
C (-4.55259, 1.60329, 1.66981)
N (-3.15489, 1.64319, 1.25941)
C (-2.72849, 2.85119, 0.57551)
C (-3.19959, 2.89409, -0.89379)
N (-3.27389, 1.56949, -1.46429)
H (-4.08739, 0.96629, -3.31269)
H (-5.03339, 2.17649, -2.43689)
H (-6.30919, 0.27169, -1.93309)
H (-4.90249, -0.80841, -2.08019)
H (-5.33369, -0.74501, 0.15961)
H (-5.58229, 2.11569, -0.15929)
H (-6.50189, 1.06659, 0.92021)
H (-4.87329, 2.56449, 2.10821)
H (-4.63989, 0.82269, 2.42991)
H (-2.57679, 1.50189, 2.08301)
H (-3.09169, 3.75769, 1.09381)
H (-1.63759, 2.85709, 0.58941)
H (-4.18549, 3.36499, -0.94409)
H (-2.51399, 3.54389, -1.45659)
H (-2.38619, 1.29399, -1.87099)
N (-0.99259, -0.74751, 1.32451)
S (0.32561, -0.46141, 1.89031)
N (1.67111, -0.87021, 1.02941)
S (2.47501, -0.04741, -0.02349)
N (1.74921, 0.73069, -1.16519)
S (0.24981, 0.20449, -1.65539)
N (-0.81659, 0.70629, -0.79119)
C (0.69291, -1.52311, -2.02799)
C (1.49581, -1.73891, -3.13189)
C (1.98091, -3.01191, -3.37979)
C (1.64471, -4.05391, -2.53099)
C (0.85351, -3.81861, -1.41779)
C (0.39111, -2.54081, -1.14319)
C (0.19331, 1.11719, -3.21059)
C (-0.41369, 0.59239, -4.33979)
C (-0.59309, 1.40969, -5.44359)
C (-0.20299, 2.73959, -5.40579)
C (0.38891, 3.26119, -4.26579)
C (0.58231, 2.44819, -3.16399)
C (3.56321, -1.22301, -0.77149)
C (4.29271, -0.81781, -1.89089)
C (5.16401, -1.70421, -2.48279)
C (5.31171, -2.98891, -1.96889)
C (4.58721, -3.37811, -0.84819)
C (3.71731, -2.49981, -0.24009)
C (3.50671, 1.14329, 0.76041)
C (3.75431, 2.37699, 0.15221)
C (4.57491, 3.28399, 0.77891)
C (5.16241, 2.97479, 2.00301)
C (4.93941, 1.73009, 2.58671)
C (4.12891, 0.80849, 1.96811)
C (0.71421, 1.24279, 2.43601)
C (0.81951, 2.19069, 1.43081)
C (1.17421, 3.49329, 1.74321)
C (1.41601, 3.84339, 3.05961)
C (1.28021, 2.90019, 4.06381)
C (0.91491, 1.59649, 3.75791)
C (0.60391, -1.51251, 3.33541)
C (-0.37399, -2.43151, 3.67621)
C (-0.21919, -3.21671, 4.80411)
C (0.91431, -3.08221, 5.59051)
C (1.90311, -2.17951, 5.23111)
C (1.75181, -1.39481, 4.10151)
H (1.75671, -0.91111, -3.77499)
H (2.62931, -3.18611, -4.22689)
H (2.01211, -5.05031, -2.73159)
H (0.60041, -4.63021, -0.75259)
H (-0.17709, -2.32571, -0.24639)
H (-0.75149, -0.43251, -4.33759)
H (-1.04179, 1.00569, -6.33799)
H (-0.36049, 3.37289, -6.26549)
H (0.69811, 4.29619, -4.23849)
H (1.03521, 2.82349, -2.25989)
H (4.14771, 0.18049, -2.27439)
H (5.73171, -1.40531, -3.35009)
H (5.98701, -3.68521, -2.43909)
H (4.69721, -4.37541, -0.45399)
H (3.12831, -2.76841, 0.62201)
H (3.28071, 2.58439, -0.79369)
H (4.75711, 4.24529, 0.32461)
H (5.79661, 3.69349, 2.49391)
H (5.40511, 1.49099, 3.52991)
H (3.96301, -0.17601, 2.37751)
H (0.61501, 1.89979, 0.41281)
H (1.27081, 4.22839, 0.95941)
H (1.70241, 4.85369, 3.30231)
H (1.46681, 3.17599, 5.08981)
H (0.78461, 0.87459, 4.54891)
H (-1.25419, -2.51951, 3.06381)
H (-0.98519, -3.92511, 5.07761)
H (1.02661, -3.67281, 6.48771)
H (2.79471, -2.08381, 5.83321)
H (2.50781, -0.68031, 3.82231)
N (-2.99179, -3.48261, -0.07129)
C (-3.27139, -2.81441, 1.08901)
N (-3.56289, -3.38331, 2.25371)
N (-3.79949, -2.36451, 3.07441)
N (-3.67059, -1.24511, 2.46061)
N (-3.34369, -1.47151, 1.18881)
C (-2.63219, -2.81021, -1.20229)
N (-2.46269, -3.34281, -2.40849)
N (-2.13909, -2.31821, -3.18439)
N (-2.10859, -1.22011, -2.50689)
N (-2.40409, -1.48211, -1.23469)
H (-2.96219, -4.48821, -0.06129)

Formula: C44H46N4O6S2SiZr
Source: the OMol25 dataset
Level of theory: ωB97M-V/def2-TZVPD

Values from the calculation:
Total charge: -2
ΔE to the lowest compared entry with this formula, charge and spin, kcal per mole: 46.7
HOMO-LUMO gap, eV: 4.9

Cartesian coordinates (Å):
Zr (-0.42758, 0.44354, 0.07077)
C (1.73834, -1.67005, 3.00132)
O (1.15175, -1.71807, 1.72091)
C (1.70044, -2.55080, 0.78988)
C (2.77075, -3.39737, 1.04058)
C (3.27345, -4.20812, 0.02577)
C (2.71175, -4.15472, -1.23500)
C (1.64552, -3.29939, -1.48608)
C (1.10911, -2.50712, -0.48263)
N (0.01681, -1.62113, -0.73797)
N (-0.31783, -1.53227, -2.12848)
C (0.44064, -0.65716, -2.83294)
C (1.21508, 0.42104, -2.34684)
O (1.28173, 0.72760, -1.01933)
C (1.87211, 1.28146, -3.23469)
C (1.82281, 1.14158, -4.60301)
C (1.07500, 0.07889, -5.14607)
C (0.97393, -0.13066, -6.54661)
C (0.26045, -1.17234, -7.06876)
C (-0.39391, -2.07521, -6.20148)
C (-0.32029, -1.89361, -4.84595)
C (0.40069, -0.81778, -4.27276)
H (2.76084, -1.28578, 2.95311)
H (1.13304, -0.98756, 3.59272)
H (1.73515, -2.65964, 3.47014)
H (3.23164, -3.41811, 2.01755)
H (4.11349, -4.86126, 0.23221)
H (3.09731, -4.77372, -2.03620)
H (1.19240, -3.23196, -2.46526)
H (2.42301, 2.09923, -2.78116)
H (2.33334, 1.83900, -5.25747)
H (1.48315, 0.56818, -7.20392)
H (0.19833, -1.30744, -8.14354)
H (-0.95293, -2.91032, -6.60940)
H (-0.81242, -2.57587, -4.16520)
C (2.26813, 1.92753, 6.38123)
Si (0.97383, 2.72046, 5.25932)
C (1.79830, 3.99822, 4.17840)
C (-0.28216, 3.62131, 6.33688)
C (0.02256, 1.36208, 4.38001)
C (-0.95619, 0.69630, 5.09511)
C (-1.83273, -0.20456, 4.48487)
C (-1.73514, -0.34937, 3.12008)
N (-0.80013, 0.26794, 2.40072)
C (0.12573, 1.05447, 2.99859)
S (1.37100, 1.54250, 1.93195)
H (2.77870, 2.67687, 6.99318)
H (3.02032, 1.40875, 5.78182)
H (1.81150, 1.19433, 7.05140)
H (2.17633, 4.80739, 4.81261)
H (1.08243, 4.41185, 3.46496)
H (2.61928, 3.57634, 3.60143)
H (0.17647, 4.46964, 6.85179)
H (-0.72798, 2.97065, 7.09266)
H (-1.08757, 3.99540, 5.70006)
H (-1.06693, 0.88908, 6.15868)
H (-2.59493, -0.73075, 5.04240)
H (-2.41167, -0.98483, 2.56262)
C (-7.61838, 1.39240, -0.46814)
C (-6.30647, 1.92419, 0.04289)
C (-5.99468, 3.27361, -0.04795)
C (-4.75462, 3.75110, 0.35832)
C (-3.81308, 2.87541, 0.86791)
C (-4.11693, 1.52375, 0.97580)
C (-5.35270, 1.05557, 0.57156)
S (-2.16381, 3.43500, 1.29432)
O (-1.92318, 2.98826, 2.64883)
O (-2.19774, 4.86842, 1.07426)
N (-1.19673, 2.68971, 0.29850)
C (-1.39058, 3.10644, -1.10135)
C (-2.19185, 2.02948, -1.82204)
O (-3.00801, 2.26533, -2.69133)
O (-1.88045, 0.83777, -1.38609)
H (-8.36189, 2.18654, -0.55095)
H (-8.01565, 0.61733, 0.18981)
H (-7.49089, 0.94867, -1.45840)
H (-6.72297, 3.96127, -0.46510)
H (-4.49700, 4.79804, 0.26887)
H (-3.37506, 0.83751, 1.36455)
H (-5.57236, -0.00479, 0.63765)
H (-0.41001, 3.15398, -1.58998)
H (-1.85840, 4.08487, -1.20082)
C (-3.19385, -1.90005, -1.51372)
C (-2.37385, -2.57941, -0.41490)
C (-3.33455, -2.78772, 0.77006)
C (-1.20468, -1.72142, 0.11422)
C (-1.84982, -3.95361, -0.84661)
C (-1.92211, -4.40569, -2.16092)
C (-1.40204, -5.64001, -2.52903)
C (-0.80135, -6.46057, -1.58600)
C (-0.72893, -6.03078, -0.26813)
C (-1.24579, -4.79576, 0.08959)
H (-3.58177, -0.95318, -1.13890)
H (-4.03869, -2.53738, -1.80302)
H (-2.58450, -1.66173, -2.38109)
H (-3.76480, -1.82638, 1.06436)
H (-2.83884, -3.22197, 1.64156)
H (-4.15547, -3.44884, 0.47887)
H (-0.87521, -2.15504, 1.06027)
H (-2.36315, -3.76984, -2.91546)
H (-1.45236, -5.95095, -3.56656)
H (-0.37946, -7.41577, -1.87633)
H (-0.24120, -6.64502, 0.48008)
H (-1.14535, -4.46499, 1.11714)

Number 1: total energy -74758.5115 eV. Number 2: total energy -128400.5037 eV. Number 3: total energy -95454.9086 eV.